Formula: C13H19GdIN5OS
Source: OMol25
Level of theory: the ωB97M-V functional and the def2-TZVPD basis

Properties
Energy relative to the best compared isomer or geometry (same formula, charge and spin) = 0.00 kcal/mol
<S²> = 15.817
Lowest unoccupied orbital energy (spin up / spin down) = 4.40 / 4.23 eV
Net charge = -2
Multiplicity = 8

Each line ends with the Mulliken spin population.
Geometry (Å):
C (-1.10503, 3.76301, -1.19856)  0.55
I (-2.54897, 1.00651, 0.13436)  0.43
H (-0.20730, 3.95285, -0.58985)  0.12
H (-2.03836, 4.15535, -0.81548)  -0.06
H (-1.00308, 3.89546, -2.28309)  0.03
C (1.72185, -0.76560, -2.85007)  -0.10
C (2.47165, 0.26945, -2.47487)  0.11
N (1.57589, 1.26820, -2.05543)  -0.03
C (0.26962, 0.75624, -2.10911)  0.47
N (0.39679, -0.46050, -2.64775)  0.09
H (2.11421, -1.67000, -3.24480)  -0.01
H (3.54396, 0.41004, -2.47818)  0.03
C (-2.11745, -1.22429, 3.63271)  0.50
C (-0.75548, -0.17028, 2.18141)  0.45
N (-1.72112, -1.12195, 2.32725)  -0.44
H (-1.58178, 0.07576, 5.33496)  -0.32
N (-0.69940, 0.44331, 3.40765)  -0.06
H (-2.89690, -1.87456, 3.92598)  -0.10
Gd (0.19687, 1.03449, 0.28566)  5.12
C (-0.93826, 1.78184, -1.96829)  0.16
O (-1.49706, 1.99457, -2.99741)  0.09
C (-1.47481, -0.25775, 4.32761)  0.16
C (0.14906, 1.57278, 3.74589)  0.21
H (1.19014, 1.38977, 3.40215)  -0.05
H (0.13026, 1.75883, 4.82589)  -0.03
H (-0.13759, 2.52500, 3.27212)  0.00
C (-2.15509, -1.98477, 1.25964)  0.10
H (-2.94016, -2.65681, 1.59682)  -0.10
H (-1.28968, -2.50255, 0.84334)  0.03
H (-2.63495, -1.41949, 0.44059)  -0.04
C (-0.67338, -1.39407, -3.00036)  0.02
H (-0.29390, -2.07980, -3.76700)  -0.03
H (-1.56891, -0.87389, -3.35941)  0.01
H (-0.93981, -1.98408, -2.11078)  0.01
C (1.87058, 2.67392, -1.98339)  -0.20
H (0.98493, 3.32755, -1.83844)  0.07
H (2.45151, 3.02777, -2.85464)  -0.06
H (2.49849, 2.90849, -1.08670)  -0.06
S (2.86818, 0.27863, 1.35566)  -0.09
C (1.83858, -0.79923, 0.70299)  0.12
N (0.92140, -1.34948, 0.16179)  -0.08

=====

Formula: C13H19N
Source: OMol25
Level of theory: the ωB97M-V functional and the def2-TZVPD basis

Properties
Energy relative to the best compared isomer or geometry (same formula, charge and spin) = 7.38 kcal/mol
Lowest unoccupied orbital energy = 0.83 eV
Structure (SMILES) = CCc1c[nH]c2ccccc12.CCC
Multiplicity = 1

Each line ends with the Löwdin charge.
Geometry (Å):
C (2.15799, 2.01079, 1.90195)  -0.10
C (1.81472, 1.11975, 0.71102)  -0.22
C (0.33330, 0.92084, 0.54340)  -0.20
C (-0.56356, 1.81194, 0.04760)  -0.06
N (-1.84852, 1.33826, 0.18340)  0.08
C (-1.80195, 0.10874, 0.80070)  -0.21
C (-2.84298, -0.75248, 1.14532)  -0.03
C (-2.49537, -1.92869, 1.76734)  -0.10
C (-1.15300, -2.25718, 2.02303)  -0.10
C (-0.12313, -1.40328, 1.66716)  -0.02
C (-0.44805, -0.19357, 1.02955)  -0.13
H (1.78206, 3.01572, 1.70989)  0.07
H (3.23744, 2.07127, 2.03842)  0.07
H (1.68443, 1.66141, 2.82086)  0.08
H (2.17306, 1.65243, -0.17708)  0.10
H (2.30009, 0.14381, 0.71992)  0.10
H (-0.25283, 2.75910, -0.36808)  0.13
H (-2.65322, 1.85031, -0.10125)  0.14
H (-3.86726, -0.49406, 0.92282)  0.11
H (-3.26085, -2.61253, 2.10764)  0.10
H (-0.88861, -3.19100, 2.50102)  0.09
H (0.90242, -1.68453, 1.84991)  0.10
C (1.17482, -1.43755, -2.63428)  -0.11
C (1.65988, 0.01161, -2.88034)  -0.30
C (2.15707, 0.24015, -4.32146)  -0.12
H (1.58187, -1.82915, -1.70464)  0.06
H (1.46306, -2.08864, -3.45789)  0.06
H (0.09176, -1.47958, -2.52929)  0.06
H (0.82256, 0.67606, -2.66537)  0.08
H (2.44835, 0.24276, -2.16464)  0.08
H (2.52938, -0.70884, -4.70532)  0.06
H (1.32544, 0.54808, -4.95603)  0.07
H (2.93011, 1.00113, -4.38528)  0.06

=====

Formula: C13H19N
Source: OMol25
Level of theory: the ωB97M-V functional and the def2-TZVPD basis

Properties
Energy relative to the best compared isomer or geometry (same formula, charge and spin) = 84.77 kcal/mol
<S²> = 0.771
Lowest unoccupied orbital energy (spin up / spin down) = -3.71 / -7.07 eV
Net charge = +1
Multiplicity = 2

Each line ends with the Mulliken spin population.
Geometry (Å):
C (-0.22866, -0.02486, -3.30833)  0.00
C (-0.51388, -0.29876, -1.85738)  0.01
C (-0.88349, 1.38432, -3.71521)  0.00
H (0.87114, 0.04719, -3.41121)  0.00
H (-0.61185, -0.81792, -4.05869)  0.00
H (-1.48759, 0.07466, -1.41184)  0.00
H (0.37878, 0.01831, -1.24531)  0.00
H (-1.95605, 1.55656, -3.17013)  0.00
H (-0.25139, 2.17028, -3.74445)  0.00
H (-0.54254, -1.34395, -1.62146)  0.00
H (-1.29895, 1.20804, -4.73029)  0.00
C (1.55862, -1.87458, 1.66792)  0.00
C (1.70066, -2.57463, 2.98779)  0.00
C (1.41309, -0.43408, 1.49513)  0.03
C (2.21860, 0.65976, 1.45855)  0.01
C (0.05163, 0.00676, 1.22632)  0.14
C (0.16598, 1.40690, 0.82459)  0.17
C (-1.19831, -0.64323, 1.36922)  0.05
C (-1.04425, 2.16898, 0.71415)  0.07
C (-2.25622, 0.07848, 0.84669)  0.27
C (-2.24083, 1.51270, 0.82109)  0.05
N (1.47370, 1.72901, 0.95427)  0.15
H (2.34752, -2.10993, 0.82868)  0.00
H (0.74717, -2.39193, 1.15114)  0.00
H (1.48341, -3.69389, 2.94594)  0.00
H (3.18793, 0.87907, 1.52839)  0.00
H (1.63358, 2.76243, 1.24907)  -0.01
H (-1.22960, -1.67180, 1.65820)  0.01
H (-0.93174, 3.22692, 0.23618)  0.00
H (-3.06640, -0.48529, 0.40361)  0.01
H (-3.16149, 2.19039, 0.81289)  0.01
H (0.91848, -2.25405, 3.75434)  0.00
H (2.75293, -2.46189, 3.34013)  0.00

=====

Formula: C13H19N2
Source: OMol25
Level of theory: the ωB97M-V functional and the def2-TZVPD basis

Properties
Energy relative to the best compared isomer or geometry (same formula, charge and spin) = 122.37 kcal/mol
Lowest unoccupied orbital energy = -3.11 eV
Net charge = +1
Multiplicity = 1

Each line ends with the Löwdin charge.
Geometry (Å):
C (1.49052, -1.13627, 3.85499)  -0.07
C (1.12900, -2.27020, 3.04448)  -0.03
C (1.47272, 0.07427, 3.25398)  -0.05
C (0.40455, -2.17077, 1.80760)  -0.03
C (0.88532, 0.24902, 1.95292)  -0.18
C (0.23496, -0.85428, 1.24829)  -0.20
C (1.09300, 1.53347, 1.32534)  0.00
C (0.87621, 1.83814, -0.00966)  -0.03
C (-0.42744, -0.58513, 0.05150)  -0.07
C (-2.14663, -2.37358, -0.28112)  0.02
C (0.12953, -2.43821, -1.62325)  0.03
C (0.93045, 2.69120, -2.22407)  0.02
C (-0.28182, 3.91885, -0.41282)  0.00
N (-0.94159, -1.65151, -0.92731)  -0.17
N (0.56313, 2.78729, -0.75884)  -0.18
H (1.94129, -1.31920, 4.72112)  0.06
H (1.37159, -3.35089, 3.32253)  0.13
H (1.63317, 0.98223, 3.85820)  0.13
H (0.15292, -3.07788, 1.31662)  0.07
H (1.96560, 2.04194, 1.81244)  0.15
H (-0.84003, 0.38580, -0.13280)  0.09
H (-1.74055, -3.10534, 0.40805)  0.07
H (-2.70693, -1.60837, 0.32435)  0.13
H (-2.67248, -2.92940, -1.13801)  0.13
H (1.03316, -2.06546, -1.25758)  0.08
H (0.10354, -3.43112, -1.20448)  0.09
H (-0.12440, -2.38758, -2.70489)  0.12
H (1.64993, 1.95659, -2.43567)  0.07
H (-0.02444, 2.40729, -2.79416)  0.12
H (1.11888, 3.66577, -2.61785)  0.08
H (-1.22659, 3.96300, -0.91822)  0.10
H (-0.43389, 3.95454, 0.64278)  0.10
H (0.30827, 4.77196, -0.70433)  0.10
H (-1.50111, -1.05856, -1.52642)  0.15

=====

Formula: C13H19N5O5SZr
Source: OMol25
Level of theory: the ωB97M-V functional and the def2-TZVPD basis

Properties
Energy relative to the best compared isomer or geometry (same formula, charge and spin) = 19.33 kcal/mol
Lowest unoccupied orbital energy = 0.06 eV
Multiplicity = 1

Each line ends with the Löwdin charge.
Geometry (Å):
Zr (0.08595, -0.14447, -0.10392)  1.68
C (-1.97570, -1.86449, -2.15384)  -0.13
O (-2.67155, -0.78751, -1.57192)  -0.20
C (-1.95091, -0.15412, -0.57014)  -0.44
C (-2.82781, 0.95290, -0.05430)  -0.13
H (-2.62484, -2.33440, -2.89191)  0.09
H (-1.68564, -2.59794, -1.39251)  0.07
H (-1.07603, -1.51959, -2.67775)  0.07
H (-3.73358, 0.58295, 0.43837)  0.07
H (-3.14079, 1.58889, -0.89072)  0.08
H (-2.31526, 1.59685, 0.66854)  0.06
C (1.13969, -5.78730, 1.37856)  -0.02
N (0.73491, -4.40271, 1.59351)  -0.05
C (0.35010, -3.98619, 2.83820)  -0.06
C (0.02015, -2.70908, 3.09806)  0.02
C (0.05291, -1.80921, 1.97217)  -0.52
O (-0.18786, -0.56511, 2.06147)  -0.15
N (0.34139, -2.25744, 0.73910)  0.04
C (0.82612, -3.51448, 0.52254)  -0.51
O (1.31970, -3.87383, -0.54064)  0.02
H (0.53594, -6.42663, 2.01969)  0.09
H (2.19574, -5.93175, 1.61194)  0.09
H (0.97460, -6.04691, 0.33852)  0.09
H (0.35187, -4.75746, 3.59733)  0.13
H (-0.26297, -2.36122, 4.07723)  0.11
C (1.75164, 2.25172, 2.86163)  -0.09
C (3.16628, 1.76299, 2.57815)  -0.23
C (3.19684, 0.63237, 1.59595)  -0.59
N (2.31603, 0.46338, 0.67647)  -0.07
N (2.55619, -0.62453, -0.15898)  -0.03
C (3.60770, -1.28998, 0.23095)  -0.69
N (3.98705, -2.43015, -0.40215)  0.12
S (4.43853, -0.56715, 1.55488)  1.13
H (1.79158, 3.09390, 3.55184)  0.08
H (1.13641, 1.46372, 3.29296)  0.07
H (1.26904, 2.59430, 1.94612)  0.07
H (3.67685, 1.46033, 3.49425)  0.11
H (3.76580, 2.57232, 2.15017)  0.12
H (3.20714, -2.91974, -0.83722)  0.08
H (4.64102, -3.03920, 0.05773)  0.10
O (0.58978, 0.35831, -2.24512)  -0.17
C (0.48346, 1.59075, -2.00274)  -0.51
O (0.17879, 1.99701, -0.84781)  -0.17
H (0.66259, 2.31690, -2.80369)  0.13

=====

Formula: C13H19N7O2RuS3
Source: OMol25
Level of theory: the ωB97M-V functional and the def2-TZVPD basis

Properties
<S²> = 8.786
Lowest unoccupied orbital energy (spin up / spin down) = -3.68 / -5.76 eV
Net charge = +1
Multiplicity = 6

Each line ends with the Mulliken spin population.
Geometry (Å):
Ru (0.13691, -1.73021, 0.18602)  3.72
N (-0.44296, -1.39621, 2.27948)  0.10
C (0.72554, -1.05765, 2.99328)  -0.01
C (1.62440, -0.26630, 1.93524)  0.01
O (2.59235, 0.44131, 2.23817)  0.03
O (1.04936, -0.07405, 0.68251)  0.12
H (-0.99149, -0.47798, 2.26692)  -0.01
H (-1.01174, -2.20298, 2.56163)  0.00
H (1.20860, -2.01781, 3.24361)  0.01
H (0.56337, -0.41137, 3.85143)  0.00
S (-3.31752, -4.71121, -0.66824)  0.26
C (-2.14003, -3.85046, -0.14686)  0.02
N (-1.21056, -3.19469, 0.28477)  0.15
C (-6.32255, 1.14948, 0.00506)  0.00
C (-5.55667, 1.30183, 1.35423)  0.00
C (-4.07790, 1.54395, 1.24645)  0.00
N (-3.21588, 0.78551, 1.87804)  0.00
N (-1.88320, 0.96285, 1.50601)  0.01
C (-1.73733, 1.98673, 0.67941)  0.01
N (-0.55410, 2.46746, 0.18724)  0.00
S (-3.29221, 2.75608, 0.22104)  0.00
H (-7.37414, 0.69083, 0.12136)  0.00
H (-5.71127, 0.50848, -0.64666)  0.00
H (-6.47470, 2.10598, -0.52860)  0.00
H (-5.59133, 0.39590, 1.94930)  0.00
H (-6.07673, 2.05647, 1.95285)  0.00
H (0.28321, 1.89962, 0.33053)  0.00
H (-0.66034, 2.96583, -0.69255)  0.00
C (5.20963, -1.63946, -0.68646)  0.00
C (4.08051, -0.97470, -1.43640)  -0.02
C (4.05651, 0.33662, -1.84904)  0.04
C (2.96492, 0.87697, -2.52617)  -0.01
N (2.06387, 0.00805, -3.06852)  0.06
C (1.94998, -1.12611, -2.38923)  0.07
S (0.49277, -1.92625, -1.91128)  0.36
N (2.98038, -1.70950, -1.71275)  0.06
C (2.91097, 2.39467, -2.79757)  0.00
H (5.20919, -1.39856, 0.38060)  0.00
H (6.15498, -1.35962, -1.16237)  0.00
H (5.11860, -2.74039, -0.77590)  0.00
H (4.78711, 1.02301, -1.39516)  0.00
H (2.80160, -2.65726, -1.29232)  0.00
H (3.85632, 2.75880, -3.20436)  0.00
H (2.69238, 2.93586, -1.86139)  0.00
H (2.12918, 2.57052, -3.58335)  0.00